[1]
DFT (the ωB97M-V functional and the def2-TZVPD basis) results for a cluster of 10 separate species, C51H106O9S3 in total at a distorted geometry.

Structure (ORCA input):
```
! wB97M-V def2-TZVPD RIJCOSX def2/J DEFGRID3
* xyz 0 1
O -1.27 -0.43 -2.70
S -0.92 -1.23 -1.57
O -0.40 -2.53 -1.78
O 0.15 -0.43 -0.71
C -0.06 0.98 -0.56
C -0.12 1.36 0.90
C -2.27 -1.37 -0.43
H -0.97 1.34 -1.07
H 0.72 1.54 -1.08
H 0.79 1.05 1.41
H -0.98 0.93 1.41
H -0.22 2.45 0.96
H -1.87 -1.99 0.37
H -3.04 -1.95 -0.94
H -2.55 -0.40 -0.05
O -5.14 -4.92 -3.46
S -3.88 -4.30 -3.72
O -3.24 -3.55 -2.69
O -2.87 -5.41 -4.24
C -1.47 -5.11 -4.18
C -0.75 -5.65 -2.97
C -4.04 -3.36 -5.21
H -1.29 -4.03 -4.24
H -0.99 -5.47 -5.10
H -0.64 -4.91 -2.18
H 0.25 -6.01 -3.25
H -1.15 -6.56 -2.51
H -3.05 -3.09 -5.57
H -4.58 -2.45 -4.95
H -4.61 -4.00 -5.87
O -5.04 -5.82 1.52
S -3.99 -5.19 0.80
O -4.10 -3.82 0.41
O -2.68 -5.28 1.69
C -1.37 -5.18 1.12
C -0.38 -5.08 2.24
C -3.54 -6.20 -0.59
H -1.33 -4.26 0.51
H -1.13 -6.00 0.45
H -0.64 -5.73 3.08
H -0.25 -4.06 2.61
H 0.61 -5.42 1.93
H -4.37 -6.22 -1.30
H -3.46 -7.22 -0.22
H -2.63 -5.76 -0.97
C -3.93 1.15 -5.87
C -4.85 0.27 -5.30
C -4.95 0.20 -3.92
C -4.11 0.94 -3.11
C -3.29 1.91 -3.68
C -3.19 2.00 -5.06
H -3.82 1.20 -6.94
H -5.43 -0.38 -5.94
H -5.63 -0.52 -3.48
H -4.22 0.87 -2.03
H -2.66 2.47 -3.00
H -2.55 2.72 -5.55
C -1.00 0.63 6.72
C -0.61 1.96 6.87
C -0.82 2.88 5.85
C -1.51 2.48 4.71
C -1.76 1.14 4.51
C -1.44 0.19 5.47
H -0.77 -0.09 7.49
H -0.23 2.29 7.83
H -0.62 3.93 6.02
H -1.80 3.23 3.97
H -2.28 0.80 3.62
H -1.60 -0.87 5.31
C 4.11 1.78 -0.08
C 3.34 3.03 0.37
C 3.54 4.20 -0.59
C 4.88 4.90 -0.44
C 5.06 6.07 -1.41
C 6.15 7.03 -0.92
H 3.49 1.14 -0.71
H 4.48 1.23 0.78
H 4.98 2.07 -0.68
H 2.29 2.81 0.52
H 3.78 3.40 1.31
H 2.78 4.98 -0.45
H 3.42 3.90 -1.64
H 5.01 5.28 0.59
H 5.72 4.21 -0.56
H 5.33 5.68 -2.39
H 4.12 6.61 -1.42
H 6.42 7.79 -1.65
H 5.88 7.49 0.03
H 7.07 6.48 -0.69
C 1.95 -1.47 -4.37
C 2.55 -2.69 -3.70
C 2.82 -3.82 -4.69
C 3.45 -5.01 -3.99
C 3.71 -6.23 -4.87
C 4.73 -6.02 -5.97
H 1.02 -1.73 -4.89
H 2.61 -1.06 -5.14
H 1.75 -0.65 -3.69
H 3.51 -2.44 -3.23
H 1.88 -3.08 -2.94
H 3.41 -3.47 -5.54
H 1.87 -4.16 -5.11
H 4.37 -4.76 -3.46
H 2.77 -5.32 -3.19
H 3.94 -7.09 -4.25
H 2.76 -6.48 -5.38
H 4.62 -5.04 -6.43
H 5.75 -6.11 -5.59
H 4.62 -6.78 -6.76
C 2.10 10.42 -1.55
C 1.89 8.91 -1.46
C 0.64 8.51 -0.72
C 0.42 7.00 -0.66
C -1.05 6.65 -0.35
C -1.25 5.21 0.04
H 2.50 10.84 -0.63
H 1.18 10.95 -1.81
H 2.87 10.61 -2.31
H 1.90 8.49 -2.47
H 2.77 8.53 -0.93
H -0.22 8.92 -1.27
H 0.58 8.93 0.29
H 0.66 6.55 -1.63
H 1.04 6.59 0.15
H -1.38 7.36 0.41
H -1.61 6.85 -1.26
H -0.75 4.90 0.97
H -2.30 4.99 0.25
H -0.96 4.53 -0.77
C -4.95 1.38 7.76
C -5.07 -0.06 7.28
C -5.22 -0.16 5.76
C -4.95 -1.54 5.12
C -4.37 -1.52 3.70
C -4.94 -0.41 2.82
H -4.09 1.87 7.30
H -4.80 1.40 8.84
H -5.81 2.00 7.49
H -4.15 -0.57 7.59
H -5.89 -0.55 7.80
H -4.52 0.57 5.35
H -6.23 0.12 5.45
H -4.35 -2.13 5.82
H -5.93 -2.03 5.10
H -3.28 -1.47 3.68
H -4.67 -2.47 3.27
H -4.63 0.62 3.00
H -4.72 -0.58 1.76
H -6.03 -0.43 2.89
C 6.37 -1.19 1.74
C 5.99 -2.45 2.51
C 4.57 -2.42 3.05
C 3.50 -2.53 1.96
C 2.07 -2.23 2.42
C 1.91 -0.85 3.06
H 6.50 -0.32 2.38
H 5.68 -0.95 0.93
H 7.32 -1.35 1.23
H 6.20 -3.38 1.99
H 6.62 -2.42 3.41
H 4.42 -1.48 3.60
H 4.36 -3.17 3.82
H 3.74 -1.93 1.08
H 3.49 -3.60 1.73
H 1.40 -2.29 1.56
H 1.78 -2.97 3.18
H 0.86 -0.59 3.26
H 2.37 -0.85 4.05
H 2.34 -0.09 2.41
*
```

Its SMILES is CCOS(C)(=O)=O.CCOS(C)(=O)=O.CCOS(C)(=O)=O.c1ccccc1.c1ccccc1.CCCCCC.CCCCCC.CCCCCC.CCCCCC.CCCCCC. Its total energy is -3878.4755 hartree. The value obtained for the relative energy (zero: lowest compared OMol25 entry of this formula, charge and spin) is 0.0 kJ/mol. For the largest force on an atom, the calculation gives 1.390 eV Å⁻¹. As for the HOMO-LUMO gap: 9.85 eV. For the HOMO energy, the calculation gives -9.4 eV.

***

[2]
DFT (the ωB97M-V functional and the def2-TZVPD basis) results for a cluster of 11 separate species, C51H119N17O11 in total at a distorted geometry.

Structure (ORCA input):
```
! wB97M-V def2-TZVPD RIJCOSX def2/J DEFGRID3
* xyz 0 1
C -1.59 1.61 -0.07
C -1.02 1.15 1.31
C -1.47 -0.30 1.64
C -0.60 -1.39 1.04
C 0.89 -1.15 1.32
C 1.31 0.22 0.79
N 0.42 1.24 1.33
O 0.92 2.56 1.36
C 2.73 0.49 1.33
C 1.39 0.17 -0.75
C -1.67 2.03 2.38
H -2.53 1.11 -0.34
H -0.83 1.52 -0.84
H -1.95 2.64 -0.04
H -1.51 -0.46 2.72
H -2.51 -0.33 1.30
H -0.89 -1.58 0.01
H -0.85 -2.36 1.50
H 1.39 -1.93 0.75
H 1.13 -1.26 2.38
H 3.10 1.49 1.08
H 2.63 0.53 2.41
H 3.41 -0.26 0.93
H 0.44 -0.11 -1.21
H 1.52 1.18 -1.13
H 2.17 -0.51 -1.08
H -2.72 1.77 2.54
H -1.57 3.08 2.15
H -1.18 1.86 3.35
H 1.01 2.78 0.41
C 2.30 -5.89 4.30
C 2.56 -4.37 4.17
C 1.16 -3.73 4.18
C 0.56 -3.57 5.61
C 1.56 -2.90 6.51
C 2.97 -3.50 6.52
N 3.44 -3.77 5.15
O 4.68 -4.47 5.14
C 3.95 -2.55 7.22
C 2.97 -4.79 7.41
C 3.08 -4.08 2.76
H 1.44 -6.17 4.90
H 3.17 -6.47 4.62
H 2.03 -6.28 3.31
H 1.01 -2.80 3.63
H 0.45 -4.43 3.74
H 0.28 -4.57 5.96
H -0.39 -3.05 5.44
H 1.26 -2.93 7.56
H 1.59 -1.84 6.26
H 4.83 -3.10 7.58
H 4.35 -1.78 6.57
H 3.46 -2.14 8.10
H 3.99 -5.16 7.45
H 2.68 -4.50 8.42
H 2.27 -5.53 7.01
H 3.13 -3.00 2.60
H 2.46 -4.48 1.96
H 4.09 -4.49 2.65
H 4.56 -5.27 5.67
C -2.42 -3.95 1.17
C -2.60 -5.36 0.57
C -3.74 -6.07 1.28
C -5.16 -5.61 0.89
C -5.27 -5.63 -0.63
C -4.15 -4.98 -1.43
N -2.85 -5.40 -0.86
O -1.75 -4.83 -1.57
C -4.21 -5.53 -2.85
C -4.29 -3.46 -1.46
C -1.31 -6.14 0.88
H -3.26 -3.47 1.67
H -1.98 -3.26 0.44
H -1.67 -3.97 1.97
H -3.68 -7.15 1.07
H -3.68 -6.01 2.37
H -5.29 -4.60 1.30
H -5.91 -6.27 1.32
H -6.22 -5.15 -0.87
H -5.33 -6.69 -0.90
H -4.32 -6.61 -2.87
H -5.11 -5.17 -3.36
H -3.40 -5.22 -3.51
H -5.24 -3.09 -1.85
H -4.02 -2.94 -0.55
H -3.63 -3.08 -2.25
H -1.41 -6.46 1.92
H -0.39 -5.63 0.60
H -1.30 -7.08 0.31
H -1.61 -5.58 -2.16
C 0.07 -1.45 -3.21
C 0.20 -2.18 -4.53
C -0.65 -3.46 -4.40
C -1.04 -4.17 -5.71
C -1.81 -3.17 -6.56
C -1.09 -1.80 -6.78
N -0.37 -1.38 -5.60
O 0.23 -0.11 -5.71
C -0.14 -2.00 -7.97
C -2.17 -0.80 -7.15
C 1.59 -2.68 -4.91
H 0.42 -2.04 -2.36
H -1.00 -1.22 -3.11
H 0.60 -0.49 -3.18
H -0.01 -4.17 -3.87
H -1.60 -3.29 -3.90
H -1.67 -5.01 -5.40
H -0.24 -4.64 -6.28
H -2.77 -2.96 -6.09
H -1.94 -3.58 -7.56
H 0.52 -1.15 -8.17
H 0.52 -2.87 -7.87
H -0.65 -2.22 -8.91
H -1.76 0.07 -7.68
H -2.93 -1.22 -7.81
H -2.70 -0.35 -6.31
H 2.34 -1.88 -4.98
H 1.62 -3.19 -5.88
H 2.09 -3.38 -4.23
H -0.37 0.45 -5.19
C -1.51 8.46 -0.40
C -1.49 7.02 -0.94
C -1.48 6.01 0.20
C -2.83 5.77 0.87
C -3.86 5.36 -0.16
C -3.98 6.34 -1.35
N -2.66 6.76 -1.78
O -2.57 7.33 -3.07
C -4.68 5.59 -2.51
C -4.83 7.55 -0.94
C -0.21 6.81 -1.76
H -2.29 8.63 0.36
H -1.64 9.16 -1.23
H -0.63 8.79 0.16
H -1.04 5.06 -0.13
H -0.75 6.27 0.97
H -3.16 6.62 1.47
H -2.67 4.96 1.58
H -4.83 5.35 0.36
H -3.75 4.34 -0.55
H -5.00 6.33 -3.24
H -3.88 5.01 -2.98
H -5.45 4.92 -2.15
H -4.82 8.32 -1.72
H -5.92 7.38 -0.98
H -4.59 7.92 0.05
H 0.67 6.98 -1.14
H -0.14 7.60 -2.50
H -0.30 5.84 -2.22
H -2.61 8.28 -2.89
C -1.19 2.95 -3.59
O -0.93 1.88 -4.11
N -1.85 2.99 -2.37
N -1.00 4.15 -4.17
H -2.47 3.76 -2.20
H -2.05 2.05 -2.08
H -1.18 5.09 -3.85
H -0.33 4.08 -4.93
C 2.44 4.37 -1.28
O 1.55 3.53 -1.14
N 2.75 4.87 -2.51
N 3.15 4.80 -0.20
H 2.01 4.66 -3.15
H 3.58 5.42 -2.63
H 3.88 5.46 -0.33
H 2.97 4.29 0.65
C 0.90 3.30 5.28
O 0.96 2.11 5.49
N 1.29 4.26 6.19
N 0.54 3.85 4.07
H 1.38 5.20 5.84
H 1.74 3.95 7.03
H 0.57 3.26 3.24
H 0.65 4.84 3.99
C 3.24 1.56 -4.40
O 4.33 1.93 -4.01
N 2.05 2.10 -3.97
N 3.04 0.59 -5.34
H 1.21 1.75 -4.38
H 2.09 2.81 -3.26
H 3.88 0.33 -5.82
H 2.14 0.16 -5.42
C 5.86 -1.00 3.39
O 6.45 -0.12 2.79
N 6.19 -2.34 3.27
N 4.64 -0.83 4.00
H 5.67 -3.04 3.76
H 7.07 -2.52 2.83
H 4.20 -1.60 4.48
H 4.22 0.08 3.98
C 5.11 3.41 2.66
O 5.47 2.39 2.13
N 3.82 3.65 3.03
N 5.99 4.41 2.99
H 3.51 4.52 3.42
H 3.16 2.95 2.72
H 6.95 4.22 2.77
H 5.67 5.23 3.48
*
```

Its SMILES is CC1(C)CCCC(C)(C)N1O.CC1(C)CCCC(C)(C)N1O.CC1(C)CCCC(C)(C)N1O.CC1(C)CCCC(C)(C)N1O.CC1(C)CCCC(C)(C)N1O.NC(N)=O.NC(N)=O.NC(N)=O.NC(N)=O.NC(N)=O.NC(N)=O. Its total energy is -3773.0880 hartree. The value obtained for the relative energy (zero: lowest compared OMol25 entry of this formula, charge and spin) is 0.0 kJ/mol. For the largest force on an atom, the calculation gives 2.504 eV Å⁻¹. As for the HOMO-LUMO gap: 7.76 eV. For the HOMO energy, the calculation gives -7.6 eV.